No. 1
Here is a structure of composition C31H34Li2O15S at a distorted geometry from the Open Molecules 2025 dataset. Energies are from ωB97M-V/def2-TZVPD.

**LUMO energy**: -1.316 eV
**Highest occupied orbital energy**: -7.04 eV
**Largest force on an atom**: 9.78 eV/Å

```
! RIJCOSX wB97M-V def2-TZVPD def2/J DEFGRID3
* xyz 0 1
S -0.012 0.463 1.123
O 2.490 1.560 -1.266
O 0.327 1.779 1.608
O 0.272 -2.729 4.336
O 0.615 0.228 -0.180
O -2.931 -1.658 1.211
O 3.222 -6.508 -0.505
O 0.988 3.878 -6.050
O 5.839 5.886 1.132
O -2.562 -5.657 -2.501
O 0.422 -0.480 2.109
O -2.878 1.895 -0.410
O -8.036 2.216 1.485
O -1.417 0.339 0.919
O 2.419 2.276 3.590
O 1.899 -1.295 -1.604
C 0.372 2.414 -4.265
C -2.571 -4.659 -1.621
C 3.324 3.057 2.964
C -1.806 -3.510 -1.779
C 3.557 -4.539 -1.640
C 2.926 2.820 -3.170
C -2.694 -2.644 0.399
C 4.624 3.828 1.063
C -5.888 1.251 1.710
C 3.763 4.233 3.686
C 3.119 -3.212 -2.064
C -0.510 -3.473 3.421
C 3.859 2.877 1.712
C 2.853 -5.273 -0.668
C -4.523 1.315 1.241
C 4.907 5.041 1.675
C 2.043 -2.625 -1.302
C 0.831 1.763 -3.023
C -4.197 1.937 0.076
C -1.824 -2.584 -0.713
C 1.267 3.293 -4.884
C 2.054 2.082 -2.378
C 2.581 3.384 -4.378
C -3.446 -4.848 -0.541
C -3.543 -3.815 0.409
C -6.790 2.062 1.071
C -6.397 2.825 -0.022
C 4.572 5.174 3.002
C 1.536 -3.279 -0.311
C -5.211 2.708 -0.575
C 1.830 -4.636 0.087
Li 0.165 3.685 1.495
Li 1.224 -1.084 3.701
H 3.512 4.424 4.702
H -1.174 -3.289 -2.683
H 1.469 -0.717 -0.891
H 0.239 4.046 -6.392
H -8.234 2.065 2.337
H -4.044 -4.069 1.273
H 3.664 -2.792 -2.855
H -1.633 -3.401 3.774
H -1.108 -1.856 -0.647
H 5.894 5.784 0.275
H 4.407 -4.860 -2.174
H -0.043 -4.472 3.407
H -1.994 -5.754 -3.295
H -4.813 3.264 -1.485
H 4.813 3.701 -0.014
H 0.000 -3.204 5.106
H -0.414 -3.159 2.510
H -2.482 1.171 -0.147
H 3.477 2.046 1.144
H -3.947 0.624 1.822
H 0.997 -4.991 0.887
H 0.061 1.426 -2.506
H -0.534 2.645 -4.762
H 3.866 3.065 -2.674
H 1.741 0.857 -0.936
H 1.687 1.682 3.052
H -6.142 0.810 2.606
H -2.347 -0.893 1.174
H 3.186 4.188 -4.740
H 0.654 -2.925 0.278
H -7.088 3.566 -0.401
H 4.995 6.064 3.517
H 2.628 -6.940 -0.004
H -3.958 -5.862 -0.638
*
```

These are the Mulliken partial charges, in e, on atoms 1 to 6:
1. S 1.0819
2. O -0.4574
3. O -0.4401
4. O -0.5108
5. O -1.0123
6. O -0.4850

No. 2
Here is a structure of composition C13H17MgN3O3 at a distorted geometry from the Open Molecules 2025 dataset. Energies are from ωB97M-V/def2-TZVPD.

**LUMO energy**: -1.776 eV
**Highest occupied orbital energy**: -5.69 eV
**Largest force on an atom**: 3.18 eV/Å

```
! RIJCOSX wB97M-V def2-TZVPD def2/J DEFGRID3
* xyz 0 1
Mg -0.444 0.090 0.526
O -0.024 -0.290 2.333
O -0.886 -0.416 5.125
O 1.200 0.220 5.510
N 0.225 -1.274 -0.885
N 0.016 0.450 5.191
N 0.475 1.404 -0.869
C -0.102 -1.523 3.062
C 0.542 -0.693 -2.081
C 1.130 2.881 -3.203
C -2.521 0.030 0.465
C 0.675 -1.478 -3.244
C 0.622 2.749 -0.841
C 0.923 3.527 -1.977
C 1.021 1.494 -3.243
C -0.166 1.362 2.724
C 0.696 0.777 -2.072
C 0.509 -2.859 -3.155
C 0.061 -2.610 -0.803
C 0.205 -3.446 -1.920
H 0.482 3.225 0.134
H 0.882 -0.976 -4.193
H 1.154 0.938 -4.176
H -0.581 1.757 1.781
H 0.847 1.764 2.877
H -1.145 -1.856 3.111
H 0.594 -3.467 -4.051
H -0.821 1.519 3.594
H 0.078 -4.521 -1.791
H -2.937 0.409 1.406
H -2.923 0.610 -0.372
H 0.414 -1.555 4.013
H -0.193 -3.010 0.187
H 1.357 3.440 -4.110
H 0.990 4.612 -1.879
H -2.808 -1.021 0.345
H 0.452 -2.263 2.482
*
```

These are the Mulliken partial charges, in e, on atoms 1 to 6:
1. Mg 0.5724
2. O -0.3413
3. O -0.4049
4. O -0.5057
5. N -0.1059
6. N 0.0374